(1)
62
Properties=species:S:1:pos:R:3 method="wB97M-V/def2-TZVPD" total_charge=-2 orbital_gap_ev="4.95 / 5.77" multiplicity=5 de_lowest_ev=0.062 e_homo_ev="-1.155 / -2.089"
H -4.63858 -0.43238 3.30563
H 4.80025 -0.66015 1.98079
C 2.65544 -1.07528 -0.60973
C -2.16211 -3.85751 1.49653
C -2.59019 -2.51438 1.59664
H 1.73615 4.01497 0.57529
H 1.73195 0.26369 -5.32568
C 2.64382 2.62642 4.05188
C -3.29408 0.18744 1.73904
H -2.65376 -4.60420 2.11151
C -0.49144 -3.25031 -0.12525
C -0.91620 -1.95001 -0.06907
H 4.73801 -1.50296 -0.34417
Se -5.80643 -2.01896 -0.79451
H 4.65815 3.18635 3.59789
I -0.95572 3.07405 1.57186
Se -7.24711 0.26117 -2.55412
C 1.99183 3.64956 1.55876
C 3.63306 3.17145 3.24895
C 3.87302 -0.64043 1.41984
H -4.07627 -2.82482 3.14722
H 2.73719 0.24812 3.01816
F 1.26324 3.17082 -3.31565
F 0.82796 4.38544 -1.41097
C 1.54032 -0.09517 1.27784
H 0.63596 0.31201 1.72341
Br 0.05130 1.75923 4.72327
F 1.61491 2.24071 -1.24947
C 1.09984 -0.38073 -4.72758
C -0.58410 -1.95818 -3.18998
Se -3.75710 2.87891 -0.54550
C -1.98626 -1.54863 0.76208
H -1.27854 -2.54676 -2.60316
C -1.14559 -4.22455 0.65297
C 1.49984 -0.56245 -0.03524
C 0.37936 -1.40706 -5.32217
C -3.58214 -2.09323 2.51877
C 0.98902 -0.14641 -3.36712
P -0.13862 -0.50633 -0.84239
H -3.60536 1.22047 1.83334
Rh -1.61028 1.11600 -0.56524
C 2.71803 -0.13301 2.00315
H 0.34782 -3.52794 -0.75390
Sb -5.27385 0.41901 -1.02213
H 2.63776 -1.44259 -1.62732
H 1.52018 0.68237 -2.92171
C 3.83862 -1.11126 0.11647
H -1.06181 -2.96920 -5.01298
F -0.53463 2.61238 -1.99507
H -0.83235 -5.26026 0.59663
C 0.15865 -0.94724 -2.58322
C -2.37755 -0.16243 0.77182
C 0.98521 3.11775 2.36230
H 4.06825 4.08545 1.35183
C 1.33065 2.59837 3.60118
C -0.46697 -2.19016 -4.55190
C 3.30245 3.67888 1.99978
H 2.88209 2.20939 5.02093
C -3.89057 -0.76878 2.59594
B 0.80375 3.12021 -1.99796
H 0.45598 -1.57809 -6.38923
Se -3.19246 0.60129 -2.47926

(2)
58
Properties=species:S:1:pos:R:3 method="wB97M-V/def2-TZVPD" total_charge=0 orbital_gap_ev="4.96 / 7.03" multiplicity=6 de_lowest_ev=0.055 e_homo_ev="-5.172 / -7.765"
C -12.52159 -3.36721 8.72348
C -8.42133 -7.50661 10.52184
H -15.95998 -10.48528 11.27404
C -13.53416 -6.43033 11.61103
H -11.82123 -10.28765 12.41464
C -12.71053 -10.92496 12.37642
C -13.78334 -8.76016 12.02722
H -12.20909 0.13453 12.73886
Cl -9.71068 -4.34135 6.04968
H -14.12346 -9.32373 14.11037
C -12.22317 -1.10970 9.61302
C -13.59656 -4.17094 6.64011
C -9.31387 -6.44859 10.45687
C -13.68248 -3.64711 7.93190
H -14.45981 -9.79841 9.56928
H -15.32258 -10.79926 12.91955
C -13.84924 -6.16517 12.97191
H -9.18432 -5.51537 11.03344
C -12.27670 -0.56707 11.90320
H -12.14230 -0.79465 8.57067
H -13.51928 -7.91966 10.09251
C -12.35037 -4.35489 6.05667
C -8.70320 -8.70207 9.89736
C -13.60720 -10.25159 10.04230
C -12.47260 -2.44662 9.90284
C -13.80024 -10.20037 11.55097
C -13.24184 -4.15585 11.56263
N -13.36143 -5.31584 10.83152
Cl -15.03958 -4.77272 5.87145
H -14.14602 -6.89568 14.87682
S -13.79449 -4.43928 13.26139
C -9.79279 -8.79183 9.05274
H -11.92026 0.83663 10.27957
H -7.46373 -7.42468 10.97038
C -12.57403 -1.87847 12.21509
H -13.53329 -11.26024 9.64788
H -15.08478 -11.98927 11.62386
C -12.13190 -0.17291 10.59473
C -14.01468 -7.20728 13.85806
H -12.68823 -9.73198 9.71447
H -12.47968 -11.90051 11.89258
C -10.58073 -7.64852 8.90720
H -7.97978 -9.53029 9.92329
Cl -12.18256 -5.05576 4.57335
C -11.25003 -4.04419 6.77974
H -12.95338 -11.13578 13.41062
S -11.90267 -7.53402 7.73526
C -13.94743 -8.49091 13.41717
Cl -9.83214 -3.14910 8.87164
H -12.69931 -2.15419 13.24641
C -11.32574 -3.59228 8.05918
C -12.80500 -2.82775 11.20088
C -13.62417 -7.71630 11.14006
Cl -15.20232 -3.54488 8.77285
N -10.39059 -6.54231 9.66645
H -10.02916 -9.67322 8.47201
Fe -12.24847 -5.73612 9.17926
C -15.11256 -10.88910 11.85207

(3)
59
Properties=species:S:1:pos:R:3 method="wB97M-V/def2-TZVPD" total_charge=0 orbital_gap_ev=7.42 de_lowest_ev=0.000 smiles="N#CC=P(c1ccccc1)(c1ccccc1)c1ccccc1.O=C1c2ccccc2S(=O)(=O)N1SC(F)(F)F" e_homo_ev=-7.721
C -0.91148 -4.26429 0.91886
C 1.02138 1.27876 2.27599
N 0.79519 1.24166 3.43897
C 1.87269 4.12694 -2.19887
H 0.62381 -1.36998 -3.17799
O -1.59989 -7.13570 2.91744
H 1.03912 3.78744 -2.81267
N -1.38332 -6.63375 0.65108
H 1.58319 0.02396 -1.36262
C 4.02191 5.00225 -0.64582
H -1.48245 6.66867 1.26364
C -0.10363 -2.25377 1.91696
O -0.41604 -5.37779 -1.41969
C -1.50653 5.57866 1.24290
H -1.42027 -0.60018 -4.38650
H -0.56502 -2.49599 -0.21570
H 2.28411 0.67261 0.65413
H -2.50132 1.55972 -3.75302
F 0.25707 -8.72598 -1.09461
C -0.52886 -2.94008 0.77715
H 4.58414 6.19026 -2.36439
C -1.00344 0.00847 -3.58196
C -2.56251 4.88878 1.84236
H 0.23831 -2.33723 4.04153
C 2.78440 5.04673 -2.72019
C 0.69631 0.35745 -1.89904
H 0.21564 -1.21896 1.81877
S -2.04974 -8.08889 0.02269
C -0.52703 -9.09302 -0.04286
C -2.59108 3.49216 1.81717
C -0.51092 -4.22926 3.28180
H 4.85673 5.34396 -0.03688
C 3.86453 5.48081 -1.94935
H -3.41323 2.94719 2.27845
P 0.82250 2.49109 -0.17164
S -1.43829 -5.27213 -0.42656
C -0.09600 -2.90149 3.16954
C -0.49476 3.47071 0.59263
C 3.10975 4.08923 -0.11349
C -1.07319 1.99845 -2.20053
C -0.47471 4.87655 0.61657
H -1.56903 1.69325 1.21364
C -1.55391 2.78356 1.20812
H -3.36515 5.43924 2.33619
C -0.91989 -4.91933 2.13170
H 3.23185 3.72052 0.90392
C 1.41036 1.26494 0.94084
H -0.50767 -4.76113 4.23313
C 0.14661 -0.42699 -2.91454
C -1.60933 1.21626 -3.22819
C -1.34239 -6.33512 2.02749
C 0.09090 1.57040 -1.54636
F 0.20494 -8.97851 1.08962
F -0.89117 -10.40304 -0.20644
O -2.80170 -4.97207 -0.77675
H 2.64880 5.42424 -3.73341
C 2.02286 3.64473 -0.88647
H 0.34527 5.42472 0.15243
H -1.55846 2.93034 -1.90917

(4)
64
Properties=species:S:1:pos:R:3 method="wB97M-V/def2-TZVPD" total_charge=+1 orbital_gap_ev="6.51 / 6.71" multiplicity=2 de_lowest_ev=0.176 e_homo_ev="-10.436 / -10.774"
H -4.02388 -0.98355 -2.54702
N -0.43345 3.02463 0.28055
C -1.19838 4.42278 2.06295
C -0.32663 1.61641 -3.18528
N 0.47787 1.26635 -2.17036
H -1.43926 5.97012 -0.93410
F -0.32374 -1.94907 1.97222
C 1.97091 -4.24558 0.38331
C 0.37854 -2.02760 -0.27815
H -2.27116 -1.28395 -2.37793
C 1.42723 1.26961 -4.76647
C 1.20896 -3.61770 1.35241
C 1.83212 0.11370 3.50642
H -4.39251 -2.22664 2.22539
H 4.23385 -0.83664 0.58771
C 3.02078 -0.55895 3.75268
C -3.46988 -2.17583 1.65018
H -2.94530 -3.49984 -0.03146
H 3.28625 0.60480 -3.85991
H -1.34541 1.86914 -2.92468
H -0.50687 3.77560 -1.63465
C 3.56583 -0.58250 1.39454
C -3.65248 -2.70600 0.21280
H -2.79304 -0.13523 2.12019
H -1.35798 4.53278 3.12632
H 1.79368 1.26997 -5.78418
H 3.28135 -0.82082 4.76906
F 1.13953 -2.22098 -2.49506
C -3.01878 -0.49686 0.11799
C -0.65661 3.24881 1.58607
C -0.71337 3.99232 -0.59633
F 2.72496 -5.29239 0.69812
O -0.30132 2.19584 3.68968
O 3.73558 0.11305 -1.43082
C 2.37362 0.08597 1.13572
C -0.20967 2.14022 2.49296
H 4.79204 -1.42881 2.92235
F 1.22123 -4.06242 2.60623
N 1.87473 0.51697 -0.11007
C 0.11336 1.62577 -4.49320
H -2.68390 -2.69904 2.18932
H -4.66323 -3.06807 0.02905
C 1.51550 0.42106 2.19348
H -3.41884 -2.63646 -2.36438
O -0.36425 -0.96839 -0.62369
C 3.87039 -0.90373 2.70952
C -1.49544 5.42266 1.14917
H -0.57142 1.90322 -5.28162
H 1.16011 0.37577 4.30846
C -1.23548 5.20864 -0.19526
N 0.34321 1.09933 1.74088
C 0.42492 -2.52707 1.01797
S -2.54488 1.04209 -0.52104
C 2.58655 0.46495 -1.26942
C 2.25726 0.90480 -3.72097
C 1.93441 -3.77594 -0.92206
N -3.37614 -1.52887 -0.62033
C 1.14648 -2.68539 -1.23838
Re -0.09379 0.93046 -0.13111
C -3.26636 -1.60148 -2.06822
H -1.91659 6.36155 1.48215
N -3.08864 -0.78366 1.41127
C 1.74552 0.90835 -2.43900
F 2.66189 -4.36827 -1.86201